Below is 12 unconnected molecules or ions with the total composition H23O12 in a non-equilibrium geometry, with properties calculated with ωB97M-V/def2-TZVPD.

XYZ file:
```
35
Properties=species:S:1:pos:R:3:forces:R:3
O -3.39301 -2.40401 -0.47738 -2.150 -2.774 2.046
H -2.90625 -1.72851 -0.84217 2.049 2.888 -1.753
H 1.07142 -0.72285 -3.36776 -4.000 1.642 0.223
O -1.68526 0.62332 4.39376 1.427 1.362 -0.528
H -0.98939 1.21286 3.93831 -1.851 -1.872 0.747
H -1.91423 -0.12689 3.82709 0.389 0.544 -0.216
O -0.61968 3.11170 -0.13729 -0.465 -1.643 2.373
H -0.56332 2.12821 0.07111 -0.103 1.712 -0.864
O 1.79924 -1.11398 -3.73431 3.677 -2.023 2.231
H 2.84311 3.81286 1.58975 -1.062 0.058 -0.275
H 2.21593 -1.14441 -2.77010 0.028 -0.966 -3.086
O -2.62025 -0.11446 -1.99441 0.746 0.798 1.018
H -1.68141 -0.05449 -1.55984 -1.316 -1.013 -0.725
H 1.61969 0.92626 -2.22624 2.296 1.330 -1.230
O 2.50719 -2.75728 -1.28267 -0.177 1.201 1.429
H 2.13136 -2.24846 -0.47211 -1.415 -0.527 -1.374
H -0.22699 3.29369 -0.96480 0.669 -0.173 -1.417
O 2.17848 4.42748 1.22706 -1.677 -0.645 -0.132
H 1.24142 4.01156 1.14885 2.597 0.526 0.279
H 3.31399 -2.80656 -0.78509 1.714 -0.781 -0.484
O -4.04714 0.46753 1.29707 2.665 1.809 3.389
H -3.99830 -0.29844 0.83088 0.324 -3.573 -2.389
H -4.80581 0.88102 1.03248 -2.940 1.692 -1.082
O 2.25213 -0.81726 3.30243 0.818 -5.853 -1.189
H 2.11736 0.05869 3.27384 -0.845 4.808 -0.461
H 2.10876 -1.20074 2.37281 -0.131 1.129 1.515
O -0.40133 -0.82581 -0.70337 -2.011 0.162 0.674
H -3.03764 -2.53757 0.40872 0.077 -0.068 -0.257
H 0.14558 -1.57706 0.31341 1.786 0.910 -1.063
O 1.18038 -1.84408 0.72148 -0.560 2.249 -0.124
H 0.32259 -0.45755 -1.17430 1.236 0.106 -0.338
H 1.13909 -2.63098 1.18464 -0.224 -2.694 1.458
O 2.36690 1.13666 -2.88452 -5.121 -4.823 -0.463
H -2.56822 -0.47894 -2.87500 0.469 -0.145 -0.153
H 2.90362 1.79849 -2.68232 3.082 4.645 2.220
```
Forces are in eV/Å.

Summary:
**Frontier orbital gap**: 8.8 eV
**LUMO energy**: 2.4 eV
**Energy relative to the best compared isomer or geometry (same formula, charge and spin)**: 513.36 kJ/mol
**Calculated total energy**: -24942.688 eV
**Total charge**: -1

---

Below is 12 unconnected molecules or ions with the total composition H23O12 in a non-equilibrium geometry, with properties calculated with ωB97M-V/def2-TZVPD.

XYZ file:
```
35
Properties=species:S:1:pos:R:3:forces:R:3
O -0.26882 0.37857 0.73627 0.050 -1.080 0.575
H 0.19833 -0.49087 1.06707 -0.857 2.163 -1.281
H -1.39614 0.21335 -2.62063 -0.039 -0.201 -0.589
O 1.23680 -2.46126 -3.22604 -0.014 0.043 0.290
H 1.32194 -2.92135 -2.38421 0.214 -0.128 -0.009
H 0.36255 -2.06137 -3.17575 -0.120 0.116 -0.328
O -3.96213 -3.35884 -1.63628 0.138 0.079 0.041
H -3.68065 -2.43742 -1.53588 -0.416 -0.313 0.169
O -1.14189 -0.72365 -2.62401 0.046 0.709 0.690
H -4.09734 0.32104 -1.67581 0.359 -0.024 0.013
H -0.66146 -0.73709 -1.78265 -0.084 -0.446 0.034
O 1.02796 -1.53563 1.52361 0.283 -1.210 1.070
H -1.71510 0.20138 1.61244 -0.271 -0.163 0.579
H 3.52231 3.01243 0.95035 -0.141 -0.064 0.284
O -2.32695 -0.37578 2.10797 -0.273 -0.325 -0.512
H -2.13728 -0.34272 3.04164 0.163 0.337 0.270
H -3.16183 -3.86114 -1.79585 0.114 -0.106 -0.033
O -4.10501 -0.58468 -1.99066 -0.427 -0.337 -0.076
H -3.24101 -0.84924 -2.32564 0.188 0.630 -0.088
H 2.44774 0.22373 3.16804 0.113 1.004 0.461
O 2.55882 -2.10268 -0.44401 -0.061 -0.589 -0.116
H 2.55204 -1.33411 -1.02471 -0.123 0.095 0.171
H 2.16306 -1.90807 0.42299 0.539 0.335 -0.386
O -1.23879 4.92196 -1.75615 -0.937 -0.584 1.334
H -1.29927 5.15676 -0.81403 0.856 0.723 -0.241
H -1.95887 4.27716 -1.66511 0.079 -0.156 -1.072
O 2.65076 -0.17387 4.02986 -0.437 -0.615 -1.605
H 0.19429 0.84440 0.05410 0.338 0.011 -0.611
H 1.30658 1.87233 0.92530 -0.210 0.524 -0.043
O 1.40795 2.67005 1.46509 0.321 -0.824 -0.122
H 2.60597 -1.06306 3.63983 0.364 -0.444 1.084
H 1.63027 2.23180 2.29652 -0.068 0.642 0.376
O 4.31950 3.04126 1.48970 0.395 0.088 -0.046
H 0.53132 -2.27428 1.94018 0.003 0.067 -0.164
H 4.35436 2.23088 2.00646 -0.089 0.044 -0.119
```
Forces are in eV/Å.

Summary:
**Spin multiplicity**: 2
**Frontier orbital gap (spin up / spin down)**: 10.0 / 5.3 eV
**LUMO energy (spin up / spin down)**: -1.1 / -5.8 eV
**Energy relative to the best compared isomer or geometry (same formula, charge and spin)**: 105.77 kJ/mol
**Calculated total energy**: -24939.131 eV
**<S²>**: 0.755